Record 1
{
  "formula": "C47H52BiClN8O7PS8",
  "method": "the ωB97M-V functional and the def2-TZVPD basis",
  "e_lumo_ev": 2.17,
  "charge": -1,
  "orbital_gap_ev": 6.850,
  "total_energy_ha": -6988.81740,
  "mol_weight_g_mol": 1372.92,
  "relative_energy_kcal_mol": 0.0,
  "species": ["Bi", "C", "C", "N", "N", "C", "N", "S", "C", "C", "C", "C", "C", "N", "H", "H", "H", "H", "H", "H", "H", "H", "H", "O", "S", "O", "O", "C", "C", "C", "C", "C", "C", "P", "C", "C", "C", "C", "C", "C", "C", "C", "C", "C", "C", "C", "H", "H", "H", "H", "H", "H", "H", "H", "H", "H", "H", "H", "H", "H", "C", "N", "C", "C", "O", "N", "C", "C", "H", "H", "H", "H", "H", "H", "H", "H", "H", "H", "H", "H", "C", "C", "C", "C", "Cl", "C", "C", "C", "O", "C", "C", "O", "O", "H", "H", "H", "H", "H", "H", "H", "H", "S", "C", "N", "C", "C", "N", "H", "H", "H", "H", "H", "H", "C", "S", "C", "C", "S", "S", "C", "S", "S", "H", "H", "H"],
  "positions_angstrom": [[0.590, -0.454, -0.014], [1.161, -2.621, -4.102], [0.222, -2.440, -2.948], [0.532, -2.706, -1.730], [1.696, -3.427, -1.573], [2.210, -3.436, -0.397], [3.196, -4.369, -0.162], [1.932, -2.417, 1.007], [-1.167, -1.996, -3.251], [-1.453, -1.392, -4.470], [-2.774, -1.147, -4.805], [-3.764, -1.510, -3.915], [-3.381, -2.079, -2.707], [-2.122, -2.323, -2.372], [2.070, -3.108, -3.767], [1.421, -1.635, -4.495], [0.700, -3.194, -4.908], [3.541, -4.837, -0.984], [3.867, -4.149, 0.553], [-0.656, -1.098, -5.137], [-3.019, -0.677, -5.750], [-4.811, -1.344, -4.129], [-4.131, -2.356, -1.977], [-4.266, 1.179, 1.202], [-3.604, 0.257, 0.294], [-3.929, 0.446, -1.100], [-2.173, 0.102, 0.581], [-4.243, -1.365, 0.707], [-5.629, -1.481, 0.640], [-6.249, -2.694, 0.873], [-5.470, -3.802, 1.180], [-4.094, -3.682, 1.268], [-3.441, -2.465, 1.037], [-1.599, -2.362, 1.321], [-1.598, -1.900, 3.101], [-2.641, -1.198, 3.696], [-2.536, -0.754, 5.009], [-1.389, -1.007, 5.748], [-0.342, -1.708, 5.163], [-0.444, -2.141, 3.852], [-1.187, -4.157, 1.398], [-1.041, -4.918, 2.554], [-0.741, -6.272, 2.476], [-0.593, -6.886, 1.240], [-0.749, -6.137, 0.081], [-1.041, -4.784, 0.159], [-6.205, -0.597, 0.395], [-7.327, -2.778, 0.817], [-5.934, -4.763, 1.364], [-3.518, -4.560, 1.524], [-3.538, -0.969, 3.135], [-3.363, -0.212, 5.455], [-1.310, -0.658, 6.771], [0.567, -1.898, 5.719], [0.394, -2.657, 3.397], [-1.164, -4.462, 3.528], [-0.626, -6.849, 3.386], [-0.357, -7.941, 1.181], [-0.633, -6.604, -0.890], [-1.165, -4.197, -0.742], [5.973, 0.321, -2.460], [4.784, -0.077, -1.732], [4.939, -1.257, -0.903], [3.524, 0.194, -2.205], [2.590, -0.592, -2.039], [3.372, 1.374, -2.897], [3.850, 2.615, -2.288], [2.074, 1.536, -3.538], [6.467, -0.563, -2.879], [6.688, 0.827, -1.804], [5.712, 0.985, -3.278], [5.887, -1.179, -0.367], [4.942, -2.175, -1.502], [4.133, -1.318, -0.178], [4.842, 2.494, -1.863], [3.170, 2.943, -1.494], [3.896, 3.388, -3.056], [1.806, 0.630, -4.077], [2.136, 2.367, -4.243], [1.290, 1.734, -2.807], [1.960, 5.358, 0.803], [2.020, 4.677, 2.137], [1.201, 5.063, 3.186], [1.237, 4.385, 4.394], [0.189, 4.897, 5.699], [2.082, 3.311, 4.579], [2.909, 2.910, 3.537], [2.880, 3.589, 2.326], [3.667, 3.272, 1.256], [4.316, 2.011, 1.294], [3.324, 0.844, 1.288], [3.391, 0.015, 2.190], [2.507, 0.863, 0.302], [1.447, 6.317, 0.873], [1.421, 4.732, 0.091], [2.956, 5.519, 0.390], [0.526, 5.901, 3.058], [2.087, 2.773, 5.518], [3.523, 2.031, 3.667], [4.968, 1.928, 2.165], [4.921, 1.961, 0.389], [0.353, 0.750, 2.389], [-0.871, 1.942, 2.253], [-0.998, 2.856, 1.302], [-2.172, 3.699, 1.535], [-2.613, 3.295, 2.959], [-1.748, 2.149, 3.226], [-0.695, 2.660, 0.341], [-2.942, 3.476, 0.796], [-1.895, 4.750, 1.472], [-3.658, 2.992, 2.979], [-2.440, 4.085, 3.691], [-1.770, 1.572, 4.049], [-3.472, 2.293, -4.199], [-1.915, 2.080, -5.109], [-0.885, 3.214, -4.260], [-0.565, 3.151, -2.943], [-1.034, 1.958, -1.797], [0.449, 4.481, -2.415], [0.632, 5.322, -3.911], [1.561, 6.677, -4.099], [-0.258, 4.569, -5.171], [-4.268, 1.894, -4.828], [-3.645, 3.356, -4.037], [-3.436, 1.768, -3.246]],
  "lowdin_charge": [1.50, -0.03, -0.29, -0.05, -0.01, -0.84, 0.05, 0.59, -0.23, -0.04, -0.10, -0.05, -0.13, 0.14, 0.06, 0.07, 0.09, 0.09, 0.07, 0.10, 0.10, 0.11, 0.10, -0.32, 0.40, -0.33, -0.56, -0.28, -0.07, -0.08, -0.08, -0.07, -0.29, 1.05, -0.37, -0.08, -0.10, -0.10, -0.09, -0.17, -0.39, -0.09, -0.09, -0.10, -0.08, -0.11, 0.12, 0.10, 0.10, 0.10, 0.10, 0.10, 0.10, 0.10, 0.07, 0.10, 0.10, 0.09, 0.10, 0.07, -0.06, -0.13, -0.05, -0.51, -0.05, -0.12, -0.04, -0.06, 0.09, 0.09, 0.08, 0.09, 0.09, 0.04, 0.07, 0.08, 0.09, 0.09, 0.09, 0.01, -0.03, -0.19, -0.08, -0.67, 0.62, -0.11, -0.02, -0.23, -0.04, -0.09, -0.71, -0.04, -0.29, 0.08, 0.02, 0.09, 0.11, 0.11, 0.11, 0.13, 0.11, 0.71, -0.75, 0.04, -0.11, -0.11, 0.06, 0.00, 0.11, 0.11, 0.11, 0.10, 0.12, -0.38, 0.80, -1.02, -1.14, 0.57, 0.89, -1.52, 0.46, 0.88, 0.03, 0.04, -0.01]
}

***

Record 2
{
  "formula": "C47H52BrCuGe2N5O4S2",
  "method": "the ωB97M-V functional and the def2-TZVPD basis",
  "e_lumo_ev": [-0.04, -2.28],
  "orbital_gap_ev": [7.397, 5.157],
  "total_energy_ha": -11561.59954,
  "mol_weight_g_mol": 1103.77,
  "relative_energy_kcal_mol": 32.9,
  "spin_multiplicity": 2,
  "s2": 0.771,
  "species": ["Cu", "C", "C", "Ge", "C", "C", "C", "C", "Ge", "C", "C", "C", "C", "C", "C", "C", "C", "C", "C", "H", "H", "H", "H", "H", "H", "H", "H", "H", "H", "H", "H", "H", "H", "H", "H", "H", "H", "H", "H", "H", "H", "H", "H", "H", "H", "Br", "C", "C", "C", "C", "N", "C", "H", "H", "H", "H", "C", "C", "C", "C", "C", "N", "C", "O", "N", "C", "C", "C", "C", "N", "C", "C", "C", "H", "H", "H", "H", "H", "H", "H", "H", "H", "H", "H", "H", "H", "O", "C", "N", "S", "O", "O", "C", "C", "C", "C", "C", "C", "H", "H", "H", "H", "S", "C", "C", "C", "C", "C", "C", "H", "H", "H", "H", "H"],
  "positions_angstrom": [[-0.274, 0.122, 0.202], [-3.838, 3.263, -0.025], [-2.866, 2.163, 0.392], [-2.194, 0.787, -0.958], [-2.065, 1.504, -2.848], [-3.059, 2.571, -3.299], [-3.820, -0.375, -1.057], [-3.871, -1.714, -1.120], [-2.036, -2.523, -0.941], [-1.923, -2.466, 1.086], [-2.913, -3.468, 1.673], [-1.093, -2.226, -2.721], [-2.071, -2.499, -3.858], [-5.110, -2.508, -1.162], [-6.359, -1.958, -0.857], [-7.500, -2.740, -0.844], [-7.429, -4.090, -1.159], [-6.204, -4.647, -1.494], [-5.060, -3.865, -1.487], [-4.125, 3.866, 0.840], [-4.743, 2.843, -0.463], [-3.388, 3.930, -0.759], [-3.331, 1.561, 1.181], [-1.978, 2.619, 0.842], [-2.174, 0.627, -3.491], [-1.048, 1.874, -2.981], [-4.087, 2.272, -3.094], [-2.969, 2.739, -4.375], [-2.870, 3.519, -2.797], [-4.770, 0.160, -1.041], [-2.213, -1.459, 1.389], [-0.910, -2.669, 1.424], [-3.928, -3.236, 1.347], [-2.885, -3.427, 2.763], [-2.675, -4.484, 1.357], [-0.243, -2.902, -2.766], [-0.711, -1.207, -2.769], [-2.524, -3.486, -3.753], [-1.559, -2.465, -4.820], [-2.873, -1.760, -3.866], [-6.444, -0.909, -0.610], [-8.451, -2.294, -0.583], [-8.319, -4.704, -1.136], [-6.145, -5.695, -1.757], [-4.098, -4.305, -1.730], [-0.740, 0.899, 5.763], [0.299, 0.211, 4.339], [1.474, -0.487, 4.583], [2.184, -0.955, 3.493], [1.692, -0.739, 2.213], [0.553, -0.080, 1.997], [-0.127, 0.404, 3.039], [1.803, -0.661, 5.597], [3.116, -1.486, 3.613], [2.189, -1.167, 1.361], [-1.038, 0.949, 2.825], [4.700, 3.725, 4.554], [3.743, 4.559, 3.750], [2.631, 3.991, 3.148], [1.764, 4.736, 2.365], [1.997, 6.091, 2.168], [1.161, 6.940, 1.419], [0.017, 6.718, 0.686], [-0.846, 7.573, 0.632], [-0.150, 5.523, 0.007], [0.768, 4.680, -0.635], [2.109, 4.987, -0.853], [2.899, 4.062, -1.516], [2.340, 2.862, -1.931], [1.055, 2.576, -1.758], [0.299, 3.466, -1.139], [3.095, 6.679, 2.797], [3.953, 5.922, 3.572], [4.245, 2.777, 4.836], [5.015, 4.250, 5.456], [5.591, 3.507, 3.961], [2.438, 2.936, 3.282], [0.905, 4.250, 1.929], [1.226, 7.910, 1.691], [-1.112, 5.381, -0.268], [2.524, 5.929, -0.529], [3.937, 4.287, -1.721], [2.934, 2.109, -2.436], [-0.752, 3.212, -1.033], [3.273, 7.741, 2.677], [4.798, 6.400, 4.053], [-1.781, -4.553, -1.069], [-0.533, -4.809, -0.883], [0.353, -3.929, -0.509], [1.869, -4.575, -0.503], [2.644, -4.009, -1.570], [2.430, -4.495, 0.818], [1.362, -6.232, -0.934], [2.075, -7.388, -1.153], [1.372, -8.507, -1.590], [0.002, -8.446, -1.811], [-0.706, -7.273, -1.588], [-0.005, -6.169, -1.136], [3.144, -7.429, -0.997], [1.904, -9.430, -1.769], [-0.512, -9.326, -2.172], [-1.769, -7.202, -1.772], [3.250, 1.398, 0.822], [4.673, 0.837, 0.019], [4.767, -0.497, -0.401], [5.909, -0.944, -1.036], [6.974, -0.079, -1.256], [6.882, 1.250, -0.852], [5.743, 1.713, -0.222], [3.941, -1.174, -0.243], [5.957, -1.972, -1.370], [7.871, -0.436, -1.746], [7.706, 1.927, -1.033], [5.663, 2.743, 0.096]],
  "lowdin_charge": [0.23, -0.18, -0.40, 0.82, -0.38, -0.18, -0.22, -0.33, 1.05, -0.33, -0.15, -0.30, -0.16, -0.25, -0.04, -0.09, -0.10, -0.08, -0.05, 0.06, 0.06, 0.04, 0.05, 0.02, 0.04, 0.02, 0.06, 0.06, 0.04, 0.05, 0.04, 0.04, 0.06, 0.07, 0.06, 0.05, 0.04, 0.06, 0.07, 0.06, 0.10, 0.10, 0.10, 0.10, 0.09, 0.76, -0.66, -0.09, -0.03, -0.20, -0.03, -0.17, 0.11, 0.12, 0.08, 0.11, -0.05, -0.28, -0.07, -0.02, -0.25, 0.14, -0.52, 0.07, 0.15, -0.22, -0.01, -0.07, -0.19, 0.07, -0.10, -0.03, -0.04, 0.07, 0.08, 0.08, 0.08, 0.11, 0.15, 0.15, 0.12, 0.11, 0.11, 0.07, 0.11, 0.11, -0.10, -0.50, -0.03, 0.64, -0.30, -0.31, -0.20, -0.03, -0.06, -0.06, 0.01, -0.13, 0.12, 0.11, 0.11, 0.12, 0.85, -0.66, -0.09, -0.07, -0.07, -0.08, -0.11, 0.09, 0.11, 0.11, 0.11, 0.10]
}